Record 1
Formula: C36H49N4O15PS3
Source: the OMol25 dataset
Level of theory: ωB97M-V with the def2-TZVPD basis set

Positions of all 108 atoms, in Å:
S (0.325, 3.217, 2.572)
S (-0.264, 1.284, -2.575)
S (2.481, 4.405, 0.888)
P (-0.973, -2.986, -1.419)
O (-7.428, -5.885, -2.714)
O (1.659, 1.323, -4.884)
O (-9.136, -5.097, -1.669)
O (-1.511, -3.573, 0.012)
O (-0.985, 1.277, -3.812)
O (0.849, -2.088, 0.080)
O (4.096, 1.903, -1.006)
O (1.786, -2.169, -2.565)
O (-2.279, -2.264, -2.144)
O (3.910, 1.375, 4.921)
O (-1.193, 0.464, -1.585)
O (0.954, 0.668, -6.916)
O (3.368, -0.514, 4.058)
O (-2.391, 1.398, 1.756)
O (0.051, 2.568, -2.033)
N (-8.094, -4.969, -2.276)
N (-2.123, 5.474, -0.116)
N (3.465, 0.250, 5.000)
N (-0.111, 4.763, 0.465)
C (3.024, 3.148, -2.767)
C (0.279, 0.774, 0.374)
C (1.308, 1.716, 2.460)
C (-1.853, -0.551, 0.427)
C (-1.213, 5.748, -1.120)
C (-6.428, -3.421, -3.216)
C (2.854, 2.069, -1.713)
C (1.107, 1.549, -6.107)
C (0.901, 4.181, 1.205)
C (-7.596, -3.598, -2.498)
C (2.172, -1.093, 8.778)
C (2.526, -1.506, 6.437)
C (0.769, -1.221, -2.330)
C (2.578, 0.657, -2.224)
C (-1.448, 4.891, 0.804)
C (3.004, -0.214, 6.317)
C (-5.974, -2.130, -3.435)
C (1.202, 0.217, -2.782)
C (3.071, 0.653, 7.392)
C (-7.851, -1.249, -2.212)
C (0.115, -1.462, -0.951)
C (2.681, -2.633, 1.518)
C (-2.719, 0.685, 0.675)
C (0.736, 2.981, -6.337)
C (4.125, -3.107, 1.359)
C (4.675, -3.699, 2.654)
C (-3.755, 0.597, 1.908)
C (-0.619, -0.207, -0.401)
C (-6.684, -1.045, -2.935)
C (-8.317, -2.535, -1.989)
C (2.649, 0.203, 8.632)
C (2.241, -1.875, 0.268)
C (1.346, 0.065, -4.308)
C (0.536, 0.536, 1.853)
C (2.108, -1.945, 7.682)
C (0.017, 5.340, -0.787)
H (5.687, -4.069, 2.492)
H (-0.192, 1.754, 0.276)
H (2.695, 0.864, 9.486)
H (2.846, -2.215, -0.569)
H (-5.064, -1.968, -3.998)
H (-3.504, -0.493, 2.004)
H (3.197, 4.091, -2.243)
H (0.472, -0.381, -4.772)
H (1.332, 3.350, -7.170)
H (2.265, 1.870, 1.965)
H (1.849, -1.442, 9.750)
H (-0.039, -1.431, -3.046)
H (2.185, -0.613, -4.472)
H (2.129, 3.287, -3.363)
H (-9.224, -2.708, -1.430)
H (4.743, -2.238, 1.120)
H (2.027, -3.499, 1.626)
H (-0.369, 0.406, 2.440)
H (-3.121, 1.166, -0.213)
H (4.741, -2.937, 3.430)
H (-5.886, -4.273, -3.599)
H (2.125, 2.429, -0.995)
H (1.544, 1.440, 3.486)
H (4.287, 2.726, -0.544)
H (4.214, -3.838, 0.555)
H (-6.326, -0.040, -3.112)
H (-2.438, -3.408, 0.218)
H (2.483, -2.157, 5.576)
H (1.628, -2.590, -3.414)
H (-1.462, 6.217, -2.054)
H (1.244, 0.847, -0.118)
H (2.489, -0.820, 0.413)
H (3.327, 0.476, -2.995)
H (4.060, -4.522, 3.015)
H (-1.828, 4.533, 1.744)
H (1.160, -0.336, 2.048)
H (-0.307, 3.036, -6.631)
H (0.940, 3.596, -5.467)
H (2.872, -0.007, -1.418)
H (1.736, -2.953, 7.798)
H (-3.096, -2.667, -1.828)
H (-1.624, -0.980, 1.396)
H (-3.823, 0.709, 2.988)
H (0.933, 5.387, -1.341)
H (-8.402, -0.405, -1.821)
H (3.447, 1.657, 7.264)
H (2.668, -1.980, 2.383)
H (-2.538, -1.175, -0.139)
H (3.897, 2.958, -3.389)

2S+1	1
E_tot	-116583.5370	eV
strongest force on any atom	2.95	eV/Å
LUMO energy	-0.03161	Eh
Kohn-Sham gap	7.91	eV



Record 2
Formula: C21H25N3O2
Source: the OMol25 dataset
Level of theory: ωB97M-V with the def2-TZVPD basis set

Positions of all 51 atoms, in Å:
O (0.810, 2.284, 1.838)
O (-1.377, 0.760, -1.989)
N (-1.040, 1.598, 0.055)
N (3.949, 0.121, -0.300)
N (0.247, 1.999, -0.299)
C (-5.671, -0.383, 0.386)
C (1.151, 2.266, 0.668)
C (-3.397, 0.191, 0.964)
C (3.560, 2.018, 1.195)
C (-5.379, -0.121, -0.946)
C (-1.786, 0.918, -0.849)
C (2.699, -2.619, 1.098)
C (0.913, -3.143, -0.946)
C (-7.036, -0.824, 0.813)
C (-4.116, 0.292, -1.323)
C (2.941, 2.153, -1.197)
C (2.994, 0.628, -1.268)
C (4.198, -1.309, -0.446)
C (-4.659, -0.229, 1.331)
C (-3.115, 0.468, -0.372)
C (1.533, -3.318, 1.359)
C (2.984, -2.169, -0.186)
C (0.632, -3.572, 0.339)
C (3.575, 0.499, 1.050)
C (2.558, 2.622, 0.206)
C (2.082, -2.449, -1.206)
H (3.275, 2.281, 2.213)
H (-7.480, -0.083, 1.477)
H (2.620, 3.716, 0.257)
H (-0.282, -4.109, 0.544)
H (2.583, 0.104, 1.331)
H (-3.883, 0.491, -2.358)
H (1.988, 0.205, -1.105)
H (3.940, 2.538, -1.414)
H (4.556, 2.412, 0.989)
H (3.330, 0.326, -2.264)
H (2.266, 2.546, -1.959)
H (0.218, -3.343, -1.749)
H (4.999, -1.569, 0.251)
H (-2.630, 0.274, 1.721)
H (-6.979, -1.764, 1.359)
H (-1.225, 1.700, 1.045)
H (4.562, -1.471, -1.465)
H (-6.147, -0.244, -1.696)
H (0.435, 1.815, -1.278)
H (3.398, -2.425, 1.899)
H (-7.690, -0.957, -0.045)
H (1.326, -3.660, 2.363)
H (4.314, 0.078, 1.736)
H (-4.869, -0.446, 2.368)
H (2.298, -2.126, -2.214)

relative energy (zero: lowest compared OMol25 entry of this formula, charge and spin)	153.7	kJ/mol
2S+1	1
E_tot	-30748.7198	eV
strongest force on any atom	0.85	eV/Å
LUMO energy	0.02582	Eh
Kohn-Sham gap	9.23	eV



Record 3
Formula: C16H19BN6TeZn
Source: the OMol25 dataset
Level of theory: ωB97M-V with the def2-TZVPD basis set

Positions of all 44 atoms, in Å:
Te (1.653, 0.471, 1.788)
Zn (-0.173, -0.185, -0.196)
N (-1.702, -0.232, -1.595)
N (0.994, -0.769, -2.910)
N (-1.441, -0.049, -2.949)
N (1.054, -1.058, -1.553)
N (0.358, 1.652, -2.643)
N (0.306, 1.686, -1.256)
C (1.989, -2.003, -1.381)
C (0.930, -0.879, 5.829)
C (-3.595, -0.560, -2.759)
C (-0.862, 0.686, 5.348)
C (2.547, -2.333, -2.621)
C (-3.005, -0.545, -1.485)
C (-2.575, -0.238, -3.650)
C (-0.252, -0.231, 6.216)
C (-0.292, 0.979, 4.105)
C (-0.689, -1.677, 1.062)
C (1.503, -0.634, 4.577)
C (0.679, 2.923, -0.880)
C (0.983, 3.694, -2.020)
C (0.855, 0.270, 3.721)
C (0.757, 2.853, -3.108)
C (1.896, -1.535, -3.556)
B (0.002, 0.336, -3.413)
H (-0.020, -2.512, 0.819)
H (-0.684, -1.511, 2.145)
H (-2.578, -0.153, -4.726)
H (3.306, -3.073, -2.785)
H (1.995, -1.471, -4.626)
H (-0.723, 1.703, 3.415)
H (2.406, -1.133, 4.226)
H (-1.703, -1.940, 0.721)
H (0.768, 3.198, 0.163)
H (2.223, -2.369, -0.390)
H (0.038, 0.789, 1.311)
H (-4.619, -0.786, -2.974)
H (0.843, 3.025, -4.172)
H (-0.688, -0.429, 7.199)
H (1.407, -1.580, 6.509)
H (0.066, 0.483, -4.594)
H (-1.786, 1.175, 5.646)
H (1.304, 4.717, -2.030)
H (-3.475, -0.754, -0.532)

relative energy (zero: lowest compared OMol25 entry of this formula, charge and spin)	27.3	kJ/mol
2S+1	1
E_tot	-82228.5319	eV
strongest force on any atom	1.78	eV/Å
LUMO energy	0.00082	Eh
Kohn-Sham gap	7.17	eV